22
Properties=species:S:1:pos:R:3:forces:R:3:nbo_charge:R:1 method="wB97M-V/def2-TZVPD" smiles="C[C@H]1CN2C(=NO[N@H+]2I)[C@@H]1C" largest_force_ev_per_a=4.08 relative_energy_kj_mol=104.38 spin_multiplicity=1 total_charge=+1 energy_ev=-21005.5460
C -1.98527 0.03290 -1.42352 -1.4 -0.2 -0.3 -0.6301
C -0.88180 -0.56343 -0.49548 -0.7 3.7 -1.7 -0.2124
C 0.42899 -0.44239 -1.28314 -0.7 0.0 1.7 -0.2241
N 1.13496 0.56412 -0.49140 1.4 0.1 -3.6 -0.2224
C 0.53803 0.81998 0.69672 -0.1 0.2 0.6 0.3766
N 1.34882 1.36119 1.48552 -0.6 0.2 1.8 -0.0174
O 2.49009 1.57925 0.97352 2.0 0.2 -1.8 -0.1003
N 2.47763 0.76050 -0.49003 0.5 -0.4 1.4 -0.1528
I 3.80490 -1.20094 -0.31273 -0.7 1.1 -0.1 0.2332
C -0.80366 0.22879 0.83963 2.2 -1.5 0.2 -0.2467
C -0.77967 -0.55350 2.17172 -0.9 0.3 1.0 -0.6327
H -1.91428 1.15711 -1.44723 -0.4 -0.9 0.6 0.2177
H -3.02262 -0.37449 -1.07749 1.7 1.2 -0.8 0.2485
H -1.86121 -0.14952 -2.54245 -0.1 -0.6 1.5 0.2277
H -1.02812 -1.52427 -0.27410 -0.9 -3.9 0.6 0.2224
H 0.94863 -1.36308 -1.19846 0.9 -0.9 -0.3 0.2288
H 0.10614 -0.22824 -2.28065 1.0 0.6 -0.7 0.2443
H 2.99355 1.35276 -1.20599 -1.3 -0.6 0.9 0.4624
H -1.47654 1.00480 0.73931 -1.8 1.5 0.6 0.2519
H -0.30950 -1.52306 2.11185 1.5 0.1 -0.2 0.2309
H -1.72729 -0.99194 2.41023 -1.3 0.6 0.0 0.2419
H -0.48177 0.05346 3.09417 -0.1 -0.8 -1.6 0.2525